{
  "formula": "C29H55ClN4O12PS2SiTi",
  "method": "the ωB97M-V functional and the def2-TZVPD basis",
  "symbols": ["Ti", "C", "C", "O", "P", "S", "S", "O", "C", "C", "H", "H", "H", "H", "H", "H", "H", "H", "H", "H", "N", "C", "C", "C", "C", "N", "C", "N", "N", "C", "O", "O", "H", "H", "H", "H", "H", "H", "H", "H", "H", "H", "H", "H", "H", "H", "Cl", "C", "C", "C", "C", "O", "C", "C", "O", "C", "H", "H", "H", "H", "C", "C", "C", "C", "O", "Si", "O", "O", "C", "C", "C", "C", "O", "C", "C", "C", "C", "H", "H", "H", "H", "H", "H", "H", "H", "H", "H", "H", "H", "H", "H", "H", "H", "H", "H", "H", "H", "H", "H", "H", "H", "H", "H", "H", "O", "O"],
  "xyz": [[0.555, 0.883, -0.172], [-6.227, -3.340, 1.418], [-5.377, -2.780, 0.300], [-4.213, -2.195, 0.890], [-3.174, -1.367, -0.042], [-1.767, -0.770, 1.220], [-2.758, -2.397, -1.668], [-4.053, -0.108, -0.544], [-4.406, 0.971, 0.329], [-5.587, 0.633, 1.217], [-7.117, -3.820, 1.008], [-6.541, -2.548, 2.099], [-5.664, -4.079, 1.988], [-5.922, -2.020, -0.267], [-5.068, -3.558, -0.400], [-4.649, 1.800, -0.338], [-3.539, 1.243, 0.933], [-6.441, 0.310, 0.618], [-5.880, 1.519, 1.784], [-5.328, -0.158, 1.920], [1.573, -0.664, -3.376], [1.189, -1.820, -2.559], [1.539, -3.068, -3.371], [1.488, -4.433, -2.692], [0.213, -4.770, -1.923], [-0.083, -3.951, -0.751], [0.505, -4.051, 0.421], [1.602, -4.841, 0.575], [-0.015, -3.448, 1.484], [1.820, -1.775, -1.158], [2.784, -2.491, -0.880], [1.252, -0.991, -0.302], [2.586, -0.635, -3.441], [1.308, 0.190, -2.897], [0.109, -1.755, -2.412], [2.553, -2.940, -3.763], [0.874, -3.063, -4.240], [2.369, -4.526, -2.060], [1.585, -5.204, -3.463], [0.234, -5.820, -1.617], [-0.652, -4.640, -2.576], [-0.903, -3.337, -0.835], [2.229, -4.795, -0.214], [2.102, -4.669, 1.434], [-0.734, -2.730, 1.334], [0.595, -3.266, 2.264], [-4.339, 3.651, -4.956], [-3.227, 2.735, -3.966], [-2.611, 1.593, -4.502], [-1.741, 0.852, -3.750], [-1.435, 1.217, -2.414], [-0.641, 0.481, -1.716], [-2.056, 2.383, -1.901], [-1.832, 2.808, -0.551], [-1.054, 2.312, 0.260], [-2.958, 3.124, -2.687], [-2.838, 1.302, -5.520], [-1.262, -0.033, -4.147], [-2.445, 3.659, -0.211], [-3.433, 4.004, -2.267], [0.387, -1.855, 4.611], [1.616, -0.992, 4.346], [2.569, -1.033, 5.536], [2.342, -1.461, 3.084], [1.142, 0.348, 4.238], [1.445, 1.494, 3.097], [0.923, 1.042, 1.650], [3.055, 1.768, 3.174], [3.948, 2.439, 2.279], [3.220, 3.539, 1.514], [4.535, 1.406, 1.326], [5.040, 3.036, 3.160], [0.719, 2.859, 3.627], [-0.621, 3.118, 4.046], [-0.603, 3.236, 5.566], [-1.018, 4.440, 3.399], [-1.582, 2.017, 3.609], [0.658, -2.910, 4.724], [-0.331, -1.746, 3.795], [-0.104, -1.531, 5.530], [2.930, -2.049, 5.716], [2.058, -0.677, 6.433], [3.423, -0.382, 5.343], [2.665, -2.501, 3.212], [3.236, -0.861, 2.909], [1.718, -1.378, 2.193], [2.452, 3.125, 0.858], [3.926, 4.090, 0.888], [2.753, 4.233, 2.216], [3.753, 0.958, 0.713], [5.041, 0.622, 1.894], [5.262, 1.873, 0.657], [4.606, 3.756, 3.856], [5.792, 3.541, 2.550], [5.526, 2.247, 3.736], [0.096, 4.017, 5.872], [-0.277, 2.290, 6.001], [-1.597, 3.479, 5.949], [-0.313, 5.223, 3.684], [-2.023, 4.739, 3.707], [-0.995, 4.332, 2.313], [-1.313, 1.062, 4.063], [-1.560, 1.898, 2.526], [-2.600, 2.268, 3.916], [2.079, 1.353, -1.096], [1.192, 2.458, -0.894]],
  "mulliken_charge": [-0.259, -1.346, -0.244, -0.097, 0.806, -0.218, -0.692, -0.476, 0.789, -1.428, 0.395, 0.282, 0.303, 0.274, 0.418, 0.264, -0.470, 0.313, 0.492, 0.193, -0.637, 1.604, -1.427, -0.386, -1.004, 0.494, 0.769, -0.496, -0.105, -0.588, -0.750, 1.288, 0.365, 0.175, -0.502, 0.353, 0.313, 0.197, 0.427, 0.408, 0.355, -0.655, 0.165, 0.356, -0.492, -0.204, -0.272, -0.014, -0.780, -0.727, -0.202, 1.235, 0.870, -0.370, -0.710, -0.845, 0.448, 0.429, 0.110, 0.456, -1.938, 2.722, -1.963, -1.144, -0.186, -2.379, 3.431, -0.224, 2.213, -1.420, -1.560, -2.015, -0.321, 2.259, -1.967, -1.817, -1.155, 0.408, 0.253, 0.365, 0.427, 0.347, 0.304, 0.492, -0.067, -0.069, 0.131, 0.498, 0.260, 0.058, 0.297, 0.484, 0.404, 0.396, 0.346, 0.361, 0.240, 0.430, 0.389, 0.419, 0.197, 0.062, -0.173, 0.722, -0.158, -0.311],
  "total_charge": -1,
  "orbital_gap_ev": 7.99,
  "fmax_ev_per_a": 0.36,
  "total_energy_ha": -4997.438435,
  "de_lowest_kcal_mol": 0.0,
  "homo_energy_ev": -5.62
}